1.
C40H45Cl3N7O2SSi2V | ωB97M-V/def2-TZVPD

```
101
Properties=species:S:1:pos:R:3:lowdin_charge:R:1
V 1.0306 0.9639 -1.5360 0.72
O 2.6959 3.7617 0.8672 0.00
C 1.9380 3.0108 0.2398 -0.53
N 2.0133 1.6883 0.0963 -0.06
C 3.2058 1.0124 0.5440 -0.16
C 3.6551 0.0177 -0.5068 -0.23
C 4.8711 -0.6490 -0.4202 -0.03
C 5.2406 -1.5168 -1.4335 -0.08
C 4.3854 -1.7003 -2.5125 -0.06
C 3.1862 -1.0143 -2.5272 -0.10
N 2.8296 -0.1785 -1.5455 0.04
C 0.7058 3.5821 -0.4467 -0.22
C 0.3319 4.8990 -0.2476 -0.01
C -0.8256 5.3594 -0.8561 -0.06
C -1.5651 4.4873 -1.6414 -0.06
C -1.1154 3.1873 -1.8015 -0.11
N -0.0039 2.7441 -1.2184 0.02
H 3.0101 0.4562 1.4722 0.12
H 4.0175 1.7148 0.7618 0.12
H 5.5170 -0.4729 0.4310 0.11
H 6.1878 -2.0398 -1.3872 0.10
H 4.6374 -2.3631 -3.3287 0.10
H 2.4639 -1.1216 -3.3291 0.12
H 0.9621 5.5212 0.3723 0.11
H -1.1468 6.3851 -0.7224 0.10
H -2.4753 4.8042 -2.1321 0.10
H -1.6337 2.4680 -2.4235 0.12
C 0.1410 -1.2665 0.9558 -0.16
Si -0.4782 -1.8907 -0.7184 0.38
C -2.3486 -2.1965 -0.5820 -0.16
C 0.3590 -3.5805 -0.9615 -0.18
N -0.0788 -0.7542 -1.9178 -0.17
C -0.3724 -0.9398 -3.2575 -0.33
C -1.0110 -2.0613 -3.7972 -0.08
C -1.3255 -2.1632 -5.1546 -0.15
C -0.9964 -1.1283 -6.0074 -0.15
C -0.3281 -0.0100 -5.5030 -0.08
C 0.0305 0.1049 -4.1568 -0.33
N 0.7439 1.1567 -3.6064 -0.17
Si 1.5955 2.3061 -4.5253 0.36
C 2.5985 3.4187 -3.3780 -0.17
C 0.5235 3.4821 -5.5625 -0.18
C 2.8262 1.4927 -5.7157 -0.18
H -0.5515 -1.5592 1.7517 0.00
H 0.2294 -0.1785 0.9755 0.00
H 1.1228 -1.6969 1.1829 0.03
H -2.5947 -3.2245 -0.3013 0.02
H -2.8200 -1.9840 -1.5441 0.02
H -2.7936 -1.5261 0.1586 -0.01
H 0.4776 -4.0887 0.0003 0.01
H 1.3555 -3.4332 -1.3886 0.02
H -0.1924 -4.2484 -1.6264 0.01
H -1.2826 -2.8810 -3.1404 0.07
H -1.8289 -3.0492 -5.5253 0.08
H -1.2486 -1.1762 -7.0610 0.08
H -0.0761 0.7979 -6.1815 0.07
H 1.9900 4.2124 -2.9367 0.02
H 3.4000 3.8969 -3.9496 0.03
H 3.0663 2.8636 -2.5595 0.02
H -0.3643 3.7833 -4.9999 0.01
H 0.1884 3.0289 -6.4979 0.01
H 1.0845 4.3878 -5.8141 0.02
H 3.6667 1.0748 -5.1532 0.01
H 3.2294 2.2022 -6.4446 0.02
H 2.3521 0.6742 -6.2611 0.01
Cl 2.5100 0.5840 7.5171 0.67
C 1.0303 0.1264 6.7329 -0.66
C 1.0690 -0.4832 5.4898 -0.08
C -0.1196 -0.8368 4.8760 0.00
C -1.3507 -0.5934 5.4788 -0.19
C -2.6345 -0.9243 4.7588 -0.30
C -3.2947 0.3202 4.1411 -0.07
N -2.4475 1.0241 3.2094 -0.06
C -1.3818 1.8417 3.5206 -0.06
C -0.8964 2.2880 2.3279 -0.12
N -1.6344 1.7744 1.2915 0.09
C -2.5501 1.0325 1.8504 -0.16
O -2.3382 -1.8917 3.7776 -0.12
C -3.4611 -2.5958 3.2874 -0.16
C -3.0343 -3.9724 2.8802 -0.31
C -3.8725 -4.8849 2.3210 -0.99
Cl -5.5365 -4.6340 1.9738 0.65
S -3.1028 -6.3751 1.9648 0.99
C -1.6179 -5.7832 2.5809 -0.41
C -1.7222 -4.5045 3.0284 -0.12
C -1.3450 0.0137 6.7291 -0.58
Cl -2.8457 0.3370 7.5601 0.71
C -0.1716 0.3799 7.3679 -0.14
H 2.0163 -0.6626 5.0015 0.11
H -0.1019 -1.2832 3.8915 0.11
H -3.3522 -1.3489 5.4732 0.13
H -3.6086 0.9976 4.9361 0.11
H -4.1939 0.0037 3.6095 0.13
H -1.0792 2.0279 4.5367 0.12
H -0.0559 2.9403 2.1555 0.10
H -3.3080 0.4625 1.3340 0.12
H -3.9067 -2.0752 2.4318 0.12
H -4.2316 -2.6683 4.0676 0.13
H -0.7388 -6.4057 2.5581 0.07
H -0.9005 -3.9362 3.4361 0.11
H -0.1990 0.8517 8.3390 0.10
```

Values from the calculation:
* LUMO (spin up / spin down): 1.8 / 1.8 eV
* ΔE to the lowest compared entry with this formula, charge and spin: 62.28 kJ/mol
* maximum force: 0.01292 Eh/bohr
* multiplicity: 4
* HOMO-LUMO gap (spin up / spin down): 4.2 / 4.9 eV
* charge: -1
* <S²>: 3.763



2.
C40H45GeIrN2S3Sb2Se | ωB97M-V/def2-TZVPD

```
95
Properties=species:S:1:pos:R:3:lowdin_charge:R:1
Ir -0.8736 -1.2015 0.0734 0.12
C -1.2131 2.0603 -2.2883 -0.33
C -1.0959 1.2417 -3.5694 -0.35
C -0.0274 0.1502 -3.5198 -0.32
Sb -0.4159 -1.6178 -2.3931 1.43
C -1.9985 -2.5974 -3.3559 -0.37
C -2.5146 -2.0496 -4.5271 -0.11
C -3.5353 -2.7096 -5.1973 -0.05
C -4.0282 -3.9090 -4.7021 -0.05
C -3.5038 -4.4554 -3.5371 -0.06
C -2.4881 -3.8002 -2.8576 -0.13
C 1.3165 -2.7588 -2.6781 -0.37
C 2.1860 -3.0527 -1.6345 -0.14
C 3.3131 -3.8240 -1.8797 -0.06
C 3.5648 -4.2977 -3.1599 -0.05
C 2.6932 -4.0047 -4.2013 -0.05
C 1.5625 -3.2381 -3.9631 -0.11
Sb -2.1170 0.9712 -0.6868 1.41
C -2.8371 2.4637 0.6153 -0.37
C -4.0927 2.2755 1.1859 -0.12
C -4.6342 3.2600 2.0013 -0.05
C -3.9344 4.4350 2.2320 -0.05
C -2.6929 4.6359 1.6412 -0.06
C -2.1430 3.6535 0.8320 -0.14
C -3.8741 0.2294 -1.5723 -0.39
C -4.6256 1.0478 -2.4150 -0.11
C -5.7611 0.5451 -3.0318 -0.05
C -6.1507 -0.7700 -2.8049 -0.05
C -5.4115 -1.5837 -1.9587 -0.06
C -4.2724 -1.0841 -1.3422 -0.15
H -1.8147 2.9579 -2.4320 0.07
H -0.2239 2.3853 -1.9543 0.06
H -0.8317 1.9206 -4.3844 0.13
H -2.0701 0.8220 -3.8311 0.08
H 0.9142 0.5268 -3.1119 0.07
H 0.2003 -0.2269 -4.5195 0.07
H -2.1390 -1.1156 -4.9260 0.09
H -3.9401 -2.2882 -6.1078 0.12
H -4.8200 -4.4245 -5.2293 0.12
H -3.8832 -5.3955 -3.1588 0.12
H -2.0894 -4.2327 -1.9475 0.07
H 1.9976 -2.6807 -0.6339 0.05
H 3.9938 -4.0565 -1.0716 0.12
H 4.4428 -4.9009 -3.3472 0.12
H 2.8900 -4.3785 -5.1970 0.12
H 0.8779 -3.0330 -4.7794 0.11
H -4.6550 1.3671 1.0002 0.10
H -5.6071 3.1093 2.4495 0.12
H -4.3632 5.2039 2.8606 0.12
H -2.1598 5.5641 1.8000 0.12
H -1.1904 3.8490 0.3499 0.09
H -4.3390 2.0794 -2.5903 0.11
H -6.3459 1.1799 -3.6843 0.12
H -7.0391 -1.1579 -3.2858 0.12
H -5.7192 -2.6051 -1.7777 0.12
H -3.6987 -1.7310 -0.6845 0.07
C 2.3482 3.9397 0.6848 -0.20
Ge 2.1727 2.7799 2.2414 0.78
C 3.7817 1.7057 2.4933 -0.22
C 1.6535 3.7300 3.8532 -0.20
C 0.6041 1.5978 1.8038 -0.54
Se 1.0565 0.0050 0.8138 0.83
C 1.5229 -1.0804 2.3545 -0.30
H 3.2552 4.5392 0.7569 0.03
H 1.5000 4.6213 0.6099 0.02
H 2.4100 3.3538 -0.2346 0.02
H 4.6494 2.3623 2.4233 0.04
H 3.8982 0.9395 1.7246 0.01
H 3.8030 1.2353 3.4766 0.03
H 2.4114 4.4687 4.1127 0.03
H 1.5483 3.0393 4.6900 0.03
H 0.7050 4.2484 3.7106 0.02
H -0.0557 2.1576 1.1483 -0.04
H 0.0245 1.2918 2.6763 0.05
H 2.3458 -0.5681 2.8473 0.03
H 1.8354 -2.0579 1.9982 0.04
H 0.6602 -1.1581 3.0118 0.03
S -3.2609 -1.0012 5.0764 0.73
C -2.6709 -2.0311 3.9814 -1.05
S -2.3190 -1.5641 2.2755 0.87
C -1.6328 -3.1463 2.0133 -1.04
N -1.7428 -3.9531 2.9931 0.07
N -2.3547 -3.3577 4.0618 -0.14
C -2.5106 -4.1639 5.2482 -0.22
C -3.7113 -4.1579 5.9348 -0.04
C -3.8400 -4.9579 7.0597 -0.05
C -2.7830 -5.7516 7.4807 -0.06
C -1.5899 -5.7543 6.7716 -0.06
C -1.4469 -4.9569 5.6479 -0.02
S -0.7604 -3.4298 0.5137 0.59
H -4.5394 -3.5506 5.5968 0.10
H -4.7745 -4.9631 7.6038 0.11
H -2.8905 -6.3721 8.3598 0.11
H -0.7665 -6.3767 7.0938 0.11
H -0.5238 -4.9528 5.0849 0.11
```

Values from the calculation:
* LUMO: -7.2 eV
* ΔE to the lowest compared entry with this formula, charge and spin: 14.81 kJ/mol
* maximum force: 0.00740 Eh/bohr
* HOMO-LUMO gap: 5.4 eV
* charge: +2



> Which of these has the highest charge?

C40H45GeIrN2S3Sb2Se



> Which of these has the highest maximum force?

C40H45Cl3N7O2SSi2V



> Among the records above, which one has the highest ΔE to the lowest compared entry with this formula, charge and spin?

C40H45Cl3N7O2SSi2V



> What is the formula in the second record?

C40H45GeIrN2S3Sb2Se